{"formula": "C5H13N3", "method": "the ωB97M-V functional and the def2-TZVPD basis", "e_above_lowest_kj_mol": 44.3, "e_lumo_ev": 0.82, "total_charge": 0, "largest_force_ev_per_a": 0.9, "smiles": "[H]/N=C(\\C)N.CC(C)=N", "homo_lumo_gap_ev": 9.92, "species": ["C", "H", "C", "H", "H", "H", "H", "H", "H", "C", "H", "H", "H", "N", "N", "C", "H", "N", "C", "H", "H"], "xyz": [[-1.14197, -1.50619, 0.66185], [-0.41765, -2.02386, -1.31475], [-2.29438, -0.80132, 0.02220], [-0.30891, -2.11013, 2.28554], [1.87328, 2.85999, 1.07217], [-2.99141, -0.48108, 0.79344], [0.83794, -1.58116, -0.13644], [2.92798, 2.08052, -0.10824], [1.77914, 3.31098, -0.63480], [1.93156, 2.48522, 0.05561], [-2.79838, -1.46853, -0.67443], [0.17626, 0.23972, -1.65623], [0.04609, -3.14903, -0.03213], [-1.11835, -1.61454, 1.91490], [0.73647, 1.05688, -1.48627], [-0.10903, -2.09805, -0.27563], [0.26097, 1.21004, 1.63896], [0.15564, 0.86373, 0.69217], [0.89312, 1.41325, -0.17576], [-1.92835, 0.07788, -0.51525], [1.48998, 1.23569, -2.12692]]}

---

{"formula": "C57H50F6IN2O5P2RbS2", "method": "the ωB97M-V functional and the def2-TZVPD basis", "e_above_lowest_kj_mol": 384.1, "e_lumo_ev": [3.67, 3.61], "total_charge": -2, "largest_force_ev_per_a": 1.7, "homo_lumo_gap_ev": [5.09, 5.04], "species": ["C", "H", "H", "C", "C", "H", "H", "C", "C", "C", "C", "H", "H", "F", "O", "C", "F", "C", "H", "H", "H", "C", "H", "H", "F", "C", "H", "C", "P", "H", "H", "H", "H", "H", "P", "H", "C", "H", "C", "C", "O", "C", "C", "N", "C", "H", "H", "H", "C", "C", "C", "N", "C", "F", "C", "C", "H", "H", "C", "S", "C", "C", "H", "C", "C", "C", "C", "H", "C", "C", "C", "C", "H", "C", "C", "I", "C", "H", "C", "O", "C", "H", "H", "C", "H", "C", "C", "F", "C", "C", "H", "C", "H", "H", "H", "C", "C", "H", "H", "H", "C", "H", "H", "C", "C", "F", "C", "Rb", "C", "H", "O", "H", "C", "H", "H", "S", "H", "H", "C", "H", "C", "C", "H", "O", "H", "H"], "xyz": [[-4.87868, -3.21183, 0.73922], [-4.90473, 0.38470, 5.35626], [-6.20288, -1.37702, -0.48477], [0.60841, 1.66909, 3.64597], [3.48825, -0.00368, -4.17878], [1.38239, 1.57068, 2.87909], [-5.61048, -2.19309, -1.93422], [4.33572, 1.69561, 2.66539], [4.41731, 0.33828, -3.20637], [-5.30683, -1.58977, -1.07331], [0.61903, -3.45445, -4.08637], [-4.91303, -0.65454, -1.45765], [-2.10640, -4.80919, 1.87259], [1.96302, -5.13789, 1.47671], [1.05395, -3.09440, -0.56656], [-1.07218, -2.05101, 4.75440], [5.52766, -4.12374, 0.81082], [0.11946, 3.11438, 3.74178], [1.11556, 7.69093, -2.67155], [5.18423, 3.06799, 4.04350], [1.57072, -3.16999, -4.51750], [4.63167, 4.04607, 2.19245], [4.38606, 0.82386, 3.30592], [-4.96469, -0.97075, -5.44582], [1.51731, -5.77491, -0.54468], [-4.31909, -2.33357, -0.20802], [3.56936, 4.85017, 0.50169], [-1.28130, -2.88722, -2.66882], [2.02285, 2.42986, -0.52935], [5.43458, -0.02766, -3.27601], [3.03477, 3.87572, -2.91847], [4.99280, 5.01725, 2.50960], [4.77389, 1.38297, -1.36772], [2.07559, 3.96699, 3.40366], [-1.87653, -1.48305, -1.61876], [2.63055, 6.10790, -3.84613], [3.87664, 1.44073, 1.25281], [-3.46214, -5.52980, -2.85606], [2.37791, 4.55696, -2.39310], [-4.08890, -4.16446, 1.42965], [4.72778, -1.47372, 2.29640], [-2.93205, 0.92055, -2.61725], [1.78137, 4.13770, -1.20397], [0.47603, 3.61352, 1.35345], [2.14825, 5.81961, -2.91934], [-4.57250, -4.95465, 1.99310], [-1.32474, 1.26751, -1.21124], [-4.92446, 1.02189, 2.95685], [-2.07166, -2.91213, 0.71199], [-3.58289, -1.13581, -3.80668], [0.93006, 5.04777, -0.55055], [3.03290, -2.50098, 0.77290], [4.04398, 1.12816, -2.12567], [5.95271, -2.90203, -0.93561], [2.72896, 1.56328, -1.99000], [5.74403, -2.87060, 0.39376], [-3.90666, -3.88048, -2.40733], [-5.95738, -3.23613, 0.84567], [1.79565, 1.19560, -2.96534], [2.47709, -3.32537, -0.39863], [-2.43521, -1.30486, 2.83847], [-3.36925, -0.31052, 2.40511], [0.75687, 1.49711, -2.85404], [-4.43120, -0.45608, -4.65648], [-0.52358, 3.51415, 2.41266], [-0.07229, -2.56105, -3.29189], [-4.58134, 0.92873, -4.45152], [-2.29353, 2.74858, -1.70382], [3.41144, 2.72199, 0.58910], [0.23972, 4.65822, 0.68926], [4.76914, 2.92193, 3.05084], [-2.87082, -0.51000, -2.77857], [0.95006, 5.09430, 4.17378], [-1.09562, -5.06802, -3.67032], [1.26280, 4.04741, 4.12919], [-3.00040, 0.79544, 0.60235], [0.69569, 6.31380, -1.08404], [1.43552, 0.15849, -4.80485], [0.10687, -4.73056, -4.26547], [-0.76899, 5.47917, 1.12864], [3.86493, 3.94001, 1.01460], [0.22365, -3.20717, 1.89157], [0.02516, 6.98296, -0.56231], [-4.19163, -0.06081, 4.67217], [1.66176, 3.77645, 5.10951], [-2.23585, -1.41429, 4.24257], [-1.23716, 4.87646, 2.35441], [3.56218, -5.72613, 0.13837], [2.39245, -5.08630, 0.20407], [-3.16113, -0.82264, 5.13858], [4.85948, 1.19553, 0.73906], [-0.44370, -2.63445, 2.52664], [-1.21893, 2.71879, 2.12778], [-3.01293, -0.97191, 6.20240], [0.35601, -1.58004, -3.11238], [-1.60311, -2.13201, 1.98988], [-2.94461, -2.27154, -0.34789], [0.64499, -5.46213, -4.85680], [-0.21316, 0.99222, 3.39196], [3.78075, -0.63088, -5.01240], [1.30400, 6.70502, -2.26439], [-0.97482, 5.53721, 3.18418], [0.79728, -2.95782, 4.26152], [-4.24213, 0.25242, 3.29974], [2.17484, 0.43537, -4.06229], [6.91061, -2.46990, 0.94708], [-2.22509, 1.66585, -1.66120], [0.99519, -0.65960, 0.12691], [-3.13106, -4.63911, -2.31776], [-2.32003, 4.78522, 2.29008], [3.26993, -3.39471, -1.59805], [-3.05737, -4.89610, -1.25938], [-0.13985, -2.55154, 3.90292], [-3.45896, -2.20726, -3.93581], [-1.50469, -6.06237, -3.81913], [4.41987, -1.56851, 0.86473], [1.03652, 1.33504, 4.59447], [-1.13834, -3.24326, 0.24356], [-1.81451, -4.16729, -2.88001], [-5.26186, 1.49701, -5.07901], [-3.87278, 1.58138, -3.48080], [-2.74335, -4.09770, 1.36074], [-3.99714, 2.65235, -3.35407], [2.98076, 0.43789, 1.06646], [-0.92386, -2.06971, 5.82838], [-0.66651, 3.16792, 4.50697]]}

---

{"formula": "C6H9N", "method": "the ωB97M-V functional and the def2-TZVPD basis", "e_above_lowest_kj_mol": 502.4, "e_lumo_ev": -0.02, "total_charge": 0, "largest_force_ev_per_a": 0.7, "homo_lumo_gap_ev": 9.57, "species": ["H", "C", "H", "C", "N", "H", "C", "H", "H", "H", "C", "H", "C", "C", "H", "H"], "xyz": [[-2.68867, 1.66853, -0.67980], [-1.95348, 0.88374, -0.47731], [-2.03493, 0.59555, 0.57465], [-0.22669, 2.55358, -1.15592], [0.98688, 0.04252, 0.63697], [0.39069, -0.48053, -1.34620], [0.63981, 0.40267, -0.72577], [1.51900, 0.87894, -1.17883], [-0.43343, -1.62615, 0.59752], [1.93038, -1.77538, -0.12657], [1.72605, -1.19829, 0.77801], [0.06117, -1.01569, 2.26528], [0.30824, -1.10645, 1.20934], [-0.55322, 1.34766, -0.78199], [-2.20404, 0.01429, -1.09666], [2.53223, -1.18499, 1.50728]]}

---

{"formula": "C2H4F3NS", "method": "the ωB97M-V functional and the def2-TZVPD basis", "e_above_lowest_kj_mol": 287.2, "e_lumo_ev": [0.11, 0.11], "total_charge": 0, "largest_force_ev_per_a": 4.7, "homo_lumo_gap_ev": [8.20, 8.19], "species": ["F", "C", "H", "H", "F", "N", "H", "C", "S", "F", "H"], "xyz": [[-1.75399, 0.49822, 1.15419], [-1.51781, -0.21309, 0.06107], [2.39274, -0.49073, -0.23158], [1.06409, -1.56668, -0.07438], [-2.26322, 0.11454, -1.01767], [0.48609, 0.22224, -0.46067], [-0.34179, 2.30371, -0.82017], [1.44523, -0.61651, 0.12181], [0.71018, 1.86456, -0.14156], [-1.68197, -1.46326, 0.25490], [1.46046, -0.65300, 1.15405]]}

---

{"formula": "C6H10N4", "method": "the ωB97M-V functional and the def2-TZVPD basis", "e_above_lowest_kj_mol": 131.0, "e_lumo_ev": [-9.17, -12.62], "total_charge": 2, "largest_force_ev_per_a": 4.1, "multiplicity": 3, "homo_lumo_gap_ev": [6.48, 5.71], "species": ["H", "C", "H", "H", "N", "C", "C", "H", "H", "H", "C", "C", "H", "N", "N", "H", "C", "H", "H", "N"], "xyz": [[-0.66036, 2.17225, -1.24051], [-0.31664, -1.24923, 0.38721], [-0.34705, 1.84104, 1.40702], [1.05686, 2.59390, 0.97891], [-1.58784, -1.30133, 0.49715], [0.60562, 1.57523, 1.17222], [0.46775, 0.78951, 0.00246], [-2.17436, -2.13246, 0.84903], [-0.31255, 0.32151, -1.89711], [1.22033, 1.03048, 1.92028], [-0.60337, 1.06023, -1.01583], [1.80269, -1.24688, -0.47851], [0.90105, -2.93029, 0.35769], [1.74652, 0.05005, -0.52598], [-1.90942, 0.82110, -0.57643], [2.68572, -1.72530, -0.94076], [-2.35342, -0.17160, 0.03286], [-3.49003, -0.18647, -0.05347], [2.48851, 0.67256, -0.98129], [0.77998, -1.98430, 0.10506]]}

---

{"formula": "C11H19N3O3PdS", "method": "the ωB97M-V functional and the def2-TZVPD basis", "e_lumo_ev": [-5.85, -9.63], "total_charge": 2, "largest_force_ev_per_a": 1.5, "multiplicity": 3, "homo_lumo_gap_ev": [10.26, 6.48], "species": ["N", "H", "H", "H", "O", "H", "N", "H", "C", "H", "N", "C", "Pd", "O", "C", "H", "H", "H", "H", "C", "H", "H", "C", "C", "H", "C", "O", "H", "H", "C", "C", "H", "S", "C", "H", "H", "C", "H"], "xyz": [[-0.64028, 2.67078, 0.25657], [-0.68368, 2.62448, 2.37427], [-0.19598, 4.15738, 1.63867], [-1.40058, 0.45928, 1.77127], [1.44762, -1.47742, -1.21613], [3.93762, -1.14172, 2.08697], [-2.80538, -1.17142, -1.81173], [4.69952, -2.53892, 1.33807], [3.74592, -2.03532, 1.48997], [0.36762, 0.68528, 1.88417], [3.18842, -1.70422, 0.19457], [-0.51268, 1.38108, 0.02807], [-0.69948, -1.24282, -1.53763], [-0.44568, 0.94098, -1.14393], [-4.91338, -1.40382, -0.96263], [4.78162, -2.32262, -1.02823], [-0.31248, 3.08238, -1.76733], [3.64122, -1.18772, -1.77563], [1.35902, -1.19832, 2.02737], [-0.66448, 3.58618, -0.87093], [-3.22878, -2.61142, -0.30373], [-3.00288, 0.35018, -3.25793], [-0.45398, 0.40538, 1.21757], [1.89802, -1.60282, -0.05253], [-5.73748, -1.75662, -0.37283], [-0.85718, 3.29638, 1.54117], [-0.32058, -0.96132, 0.81527], [-0.02108, 4.43678, -0.65973], [-1.88408, 3.66388, 1.59457], [-3.62218, -1.82352, -0.93103], [-3.46348, -0.26682, -2.50523], [3.10442, -2.71182, 2.04897], [-5.11838, -0.16392, -2.12663], [4.15592, -1.44872, -0.85503], [0.63172, -2.67392, 1.33337], [4.79152, -0.61562, -0.55013], [0.91002, -1.63032, 1.12807], [-1.67618, 3.95088, -1.03993]]}